1.
The following is a DFT calculation (wB97M-V/def2-TZVPD) of a cluster of 2 separate species, C6H17NO2Si in total.

Output
HOMO energy: -9.5 eV
E_LUMO: 0.6505 eV
SMILES: OCCCC[SiH3].CC(N)=O
HOMO-LUMO gap: 10.12 eV
Calculated total energy: -19960.5489 eV
Energy above the lowest of the compared OMol25 structures with the same formula, charge and spin: 110.39 kJ/mol

```
! RIJCOSX wB97M-V def2-TZVPD def2/J DEFGRID3
* xyz 0 1
O -0.93742 1.15976 -1.84850
C 0.10516 0.62015 -2.65018
C 1.52771 0.99613 -2.19456
C 2.24854 -0.15463 -1.47960
C 1.49636 -0.56287 -0.20581
Si 1.38827 0.79078 1.08928
H -0.97465 0.68629 -1.01003
H -0.09011 0.98193 -3.66089
H 0.01274 -0.47478 -2.67911
H 2.11862 1.35652 -3.04101
H 1.42600 1.84690 -1.50776
H 3.27865 0.12878 -1.24044
H 2.31027 -1.00761 -2.16723
H 1.93641 -1.44962 0.26470
H 0.47243 -0.84726 -0.46751
H 2.70019 1.48256 1.18122
H 1.07639 0.20899 2.41899
H 0.35752 1.80649 0.79237
C -1.93460 -1.88605 2.17557
C -2.08610 -0.50801 1.58038
N -2.90551 0.34649 2.23658
O -1.49421 -0.17907 0.56700
H -0.87922 -2.04526 2.39525
H -2.22823 -2.61856 1.42499
H -2.51978 -2.03783 3.08043
H -3.38703 0.08298 3.07503
H -3.01839 1.27682 1.87086
*
```

These are the Mulliken partial charges, in e, on atoms 1 to 2: -0.563 -0.481


2.
The following is a DFT calculation (wB97M-V/def2-TZVPD) of a structure of composition C6H17NO3Rb.

Output
HOMO energy: -12.6 eV
E_LUMO: -3.1469 eV
HOMO-LUMO gap: 9.42 eV
Calculated total energy: -14780.2570 eV
Energy above the lowest of the compared OMol25 structures with the same formula, charge and spin: 13.22 kJ/mol

```
! RIJCOSX wB97M-V def2-TZVPD def2/J DEFGRID3
* xyz 1 1
Rb -0.71552 14.04390 14.81174
C 2.25639 13.65316 17.14338
C 2.89592 14.47351 16.06017
O 2.38228 14.12331 14.77464
O 0.82470 13.79623 17.25077
H 2.68353 13.97870 18.09661
H 2.54790 12.60721 17.00448
H 3.95540 14.20616 16.09986
H 2.79161 15.54733 16.23483
H 2.84661 14.63051 14.10214
H 0.57222 13.20268 17.96534
C -4.74200 17.85758 15.70498
C -3.57076 16.88297 15.57891
C -2.39270 17.40662 16.37344
O -1.23678 16.64550 16.03317
C -0.12156 17.01940 16.83315
N -4.04389 15.56280 16.06382
H -5.59589 17.49470 15.13497
H -4.50378 18.86053 15.35362
H -5.05591 17.92220 16.75012
H -3.26077 16.78873 14.53700
H -2.58549 17.32372 17.44891
H -2.20894 18.46233 16.13328
H 0.22219 18.01289 16.52723
H 0.69016 16.30898 16.70128
H -0.35950 17.03219 17.90070
H -3.26194 14.91388 16.08392
H -4.28709 15.64863 17.04926
*
```

These are the Mulliken partial charges, in e, on atoms 1 to 2: 0.920 -0.494


3.
The following is a DFT calculation (wB97M-V/def2-TZVPD) of a cluster of 2 separate species, C6H17PSi in total at a distorted geometry.

Output
HOMO energy: -8.9 eV
E_LUMO: 0.8458 eV
SMILES: C[Si](C)(C)P.C=CC
HOMO-LUMO gap: 9.74 eV
Calculated total energy: -23662.4346 eV
Energy above the lowest of the compared OMol25 structures with the same formula, charge and spin: 90.11 kJ/mol

```
! RIJCOSX wB97M-V def2-TZVPD def2/J DEFGRID3
* xyz 0 1
C 0.54447 -1.36815 0.89175
Si 0.01918 -1.39344 -0.94157
C -1.84051 -1.69218 -0.79207
C 0.79062 -2.86728 -1.97758
P 0.15435 0.92520 -1.94360
H 0.87115 -0.35598 1.14419
H -0.30715 -1.61817 1.56116
H 1.41543 -1.95075 1.07685
H -1.73380 -2.40322 0.04335
H -2.28848 -0.78963 -0.30014
H -2.37402 -2.07062 -1.68886
H 0.98350 -2.58968 -3.05323
H 1.67616 -3.40252 -1.51815
H -0.07715 -3.55374 -1.99148
H -0.61507 1.38508 -0.74111
H 1.33750 1.13316 -1.38177
C -0.01498 1.66350 3.13341
C -0.03770 2.42142 2.04660
C 1.17287 3.18579 1.48988
H -0.97900 1.12710 3.42607
H 0.81426 1.35358 3.62408
H -1.02516 2.40327 1.42625
H 1.77379 2.45639 0.98272
H 1.68628 3.61575 2.28645
H 0.95324 3.91216 0.76048
*
```

These are the Mulliken partial charges, in e, on atoms 1 to 2: -0.793 0.398